2 unconnected molecules or ions with the total composition C2H3FO3S in a non-equilibrium geometry, computed with ωB97M-V/def2-TZVPD.

```
10
Properties=species:S:1:pos:R:3:forces:R:3:lowdin_charge:R:1
C 0.287471 0.068809 -0.386253 -0.712 0.290 -1.142 0.03
C -0.609756 0.249442 0.566688 -1.165 0.822 -0.387 -0.20
O -3.110048 1.094601 1.062149 0.227 -1.006 0.266 -0.28
O -2.277468 1.712159 -1.134763 0.647 -1.837 0.552 -0.29
O -2.736448 -1.604264 -0.842158 0.391 2.727 0.603 -0.18
F -2.482526 -2.227972 0.383104 0.102 -0.142 0.233 -0.21
S -2.252413 0.768701 -0.032099 -0.801 0.087 -1.399 0.85
H 1.294984 -0.130628 -0.243035 1.773 -0.444 1.251 0.05
H 0.198222 0.133734 -1.497283 -1.150 0.054 1.091 0.11
H -0.673514 0.341118 1.675238 0.689 -0.551 -1.067 0.12
```
Forces are in eV/Å.

Output
**E_HOMO (spin up / spin down)**: -10.12 / -10.03 eV
**Energy relative to the best compared isomer or geometry (same formula, charge and spin)**: 170.2 kcal/mol
**M**: 126.11 g mol⁻¹
**LUMO level (spin up / spin down)**: -2.55 / -2.55 eV
**Energy**: -801.49367 a.u.

---

A molecular structure, C37H33N4OS7Ti in a non-equilibrium geometry, computed with ωB97M-V/def2-TZVPD.

```
83
Properties=species:S:1:pos:R:3:forces:R:3:lowdin_charge:R:1
Ti 0.672304 -0.248180 0.050464 0.637 -0.525 -1.390 0.58
C -3.842796 -2.419980 -2.654236 0.041 0.040 -0.121 -0.03
C -2.669596 -1.670780 -3.208636 0.017 -0.019 -0.221 -0.35
C -2.086496 -2.067280 -4.409736 0.179 0.073 0.082 -0.02
C -1.000096 -1.362780 -4.898336 -0.145 0.048 0.085 -0.04
C -0.537496 -0.274680 -4.180036 -0.145 0.102 0.218 -0.03
C -1.192796 0.060120 -2.996636 0.005 -0.415 -0.566 -0.29
N -2.243096 -0.613680 -2.527736 -0.138 0.451 -0.071 0.12
C -0.837696 1.302420 -2.275136 -0.100 -0.082 -0.082 -0.23
C -0.855296 2.474720 -3.014136 0.112 0.754 0.460 0.02
C -0.679296 3.696620 -2.358836 -0.090 -0.769 -0.444 -0.02
C -0.589696 3.684020 -0.989636 -0.101 -0.426 0.667 -0.03
C -0.578596 2.459920 -0.295336 -0.255 -0.066 -2.082 -0.21
N -0.615796 1.262020 -0.949136 -0.678 1.871 0.133 0.09
C -0.529296 2.412020 1.145064 -0.041 -0.183 2.045 -0.19
C -0.889696 3.519920 1.930564 0.158 -0.404 -0.838 0.01
C -0.837596 3.425520 3.299364 0.196 -0.765 0.570 -0.03
C -0.482796 2.202620 3.866364 -0.237 0.832 -0.397 -0.01
C -0.186796 1.126720 3.040464 -0.018 -0.358 0.246 -0.30
C 0.108004 -0.189380 3.699264 0.046 -0.164 -0.190 -0.01
N -0.183396 1.221620 1.709564 -0.313 1.301 -0.355 0.10
H -4.762596 -1.883980 -2.879736 -0.154 0.038 0.032 0.08
H -3.756696 -2.514580 -1.575636 -0.019 -0.039 0.053 0.04
H -3.903196 -3.408380 -3.100436 -0.072 -0.112 0.016 0.08
H -2.476196 -2.920780 -4.944436 -0.016 -0.082 -0.010 0.11
H -0.526796 -1.648880 -5.826536 0.071 -0.063 -0.023 0.12
H 0.318404 0.295920 -4.506636 0.104 0.029 0.000 0.12
H -1.028196 2.439120 -4.078436 0.025 -0.093 -0.042 0.12
H -0.629796 4.619620 -2.917236 -0.071 0.079 0.002 0.12
H -0.473896 4.607620 -0.445436 0.023 0.025 0.043 0.11
H -1.224696 4.429420 1.458164 0.023 0.052 -0.023 0.11
H -1.088996 4.266020 3.927264 -0.037 0.107 0.029 0.11
H -0.452796 2.075520 4.937264 0.011 -0.038 0.085 0.12
H 1.051404 -0.124880 4.244664 -0.015 -0.077 -0.010 0.09
H 0.166504 -0.998880 2.970764 0.023 0.130 0.229 0.06
H -0.678096 -0.405480 4.424364 -0.011 -0.035 0.020 0.09
S 3.503304 1.610720 3.039264 -0.135 -0.084 -0.375 1.13
C 3.172104 2.905720 1.920364 -0.159 -0.235 -0.097 -0.44
C 3.484404 4.247520 2.040164 -0.008 0.057 0.013 -0.09
C 3.205304 5.080820 0.972764 0.112 0.051 0.107 -0.09
C 2.674704 4.566520 -0.206536 -0.114 -0.047 -0.049 -0.07
C 2.332104 3.235020 -0.318636 0.141 -0.210 0.045 -0.04
C 2.535504 2.392120 0.772564 0.449 0.896 0.416 -0.30
N 2.243904 1.060820 0.845064 0.564 -0.498 0.497 -0.05
C 2.755604 0.497420 1.915564 0.182 0.902 -0.252 -0.51
C 2.711704 -0.923680 2.055064 -0.094 -1.256 -0.030 -0.28
C 3.468404 -1.619180 3.004464 -0.075 0.369 -0.076 -0.06
C 3.479704 -2.995980 2.984464 0.110 -0.067 0.136 -0.09
C 2.750504 -3.670980 2.013764 -0.108 0.125 -0.075 -0.07
C 1.977904 -2.970080 1.098864 0.115 -0.305 0.028 -0.12
C 1.907704 -1.575080 1.086864 0.803 -0.187 0.902 -0.18
H 3.947504 4.621020 2.938564 0.078 0.117 0.110 0.11
H 3.440304 6.132220 1.041064 0.048 0.083 0.003 0.10
H 2.535704 5.219020 -1.054136 -0.036 0.099 -0.113 0.11
H 1.964804 2.818720 -1.243736 -0.041 -0.005 -0.089 0.08
H 4.056004 -1.070380 3.727764 0.146 -0.010 0.143 0.09
H 4.073804 -3.549480 3.696064 0.072 -0.014 0.092 0.10
H 2.788504 -4.751080 1.967764 0.008 -0.079 0.016 0.10
H 1.438804 -3.542380 0.351164 -0.012 0.127 0.025 0.05
S 3.652504 -4.143980 -5.574036 0.197 -0.263 -0.311 0.50
C 2.932804 -3.241880 -4.419636 -0.216 0.242 0.202 -1.52
S 3.474904 -1.644480 -3.984036 -0.370 -0.395 0.130 0.89
C 2.271604 -1.345480 -2.742736 -0.332 -0.523 -0.216 -1.13
C 1.363604 -2.332080 -2.544336 0.374 0.165 -0.112 -1.09
S 0.092904 -2.207380 -1.393436 0.208 -0.229 -0.040 0.68
S 1.542204 -3.780280 -3.513636 0.399 0.499 -0.131 0.89
S 2.239504 0.141220 -1.873236 0.150 0.199 0.147 0.65
C -1.620096 -4.130480 0.950764 0.039 -0.003 0.009 -0.15
C -2.549996 -3.057380 1.483864 0.271 0.329 -0.579 -0.34
S -2.250796 -1.553880 0.456064 -1.607 -0.663 1.401 0.96
O -0.905096 -1.123480 0.945364 0.050 -0.284 0.546 -0.68
C -3.381396 -0.384780 1.341464 0.100 -0.174 -0.555 -0.33
C -4.105696 0.415820 0.275164 0.030 0.110 0.094 -0.14
H -1.845096 -5.104980 1.375364 -0.068 -0.060 0.121 0.08
H -0.591996 -3.869080 1.189164 0.060 -0.065 -0.048 0.05
H -1.701096 -4.190880 -0.132436 0.042 -0.131 -0.076 0.05
H -2.319896 -2.807280 2.517864 -0.115 0.190 0.075 0.09
H -3.597796 -3.330880 1.378464 -0.158 0.098 -0.033 0.09
H -2.717896 0.241620 1.938064 0.056 -0.134 0.038 0.08
H -4.071296 -0.919580 1.991864 0.080 -0.142 0.026 0.09
H -3.376596 0.824720 -0.423136 -0.108 0.077 -0.111 0.05
H -4.679196 1.227120 0.718864 -0.071 0.049 0.017 0.08
H -4.780696 -0.230580 -0.281736 -0.072 0.058 -0.124 0.07
```
Forces are in eV/Å.

Output
**E_HOMO (spin up / spin down)**: -5.83 / -5.88 eV
**Energy relative to the best compared isomer or geometry (same formula, charge and spin)**: 21.9 kcal/mol
**2S+1**: 2
**M**: 822.03 g mol⁻¹
**LUMO level (spin up / spin down)**: -0.90 / -0.91 eV
**Energy**: -5360.89393 a.u.